Density functional theory data (ωB97M-V/def2-TZVPD) for a molecular structure, C14H18N2ReSe2 at a distorted geometry.

As for the molar mass: 558.44 g/mol. As for the spin multiplicity: 2. For the HOMO energy (alpha / beta), the calculation gives -0.82427 / -0.82431 hartree. The electronic energy comes out at -150564.6909 eV. The calculation puts the frontier orbital gap (alpha / beta) at 0.170 / 0.190 Ha. For the energy above the lowest of the compared OMol25 structures with the same formula, charge and spin, the calculation gives 47.5 kJ/mol. As for the LUMO energy (alpha / beta): -17.8 / -17.3 eV. Its charge is +4. As for the largest force on an atom: 3.0 eV/Å.

Geometry as XYZ:
```
37
Properties=species:S:1:pos:R:3:forces:R:3:lowdin_spin:R:1
Re -0.25148 -0.06461 -0.61534 1.9 1.6 1.7 1.0188
C 2.58862 -2.49041 -0.61384 0.5 -0.7 0.9 0.0093
Se 1.72812 -1.24591 -1.80044 -0.7 0.3 -0.2 -0.0121
C 0.70722 -2.55291 -2.90244 -0.4 0.1 -0.4 -0.0036
C -0.57658 -3.06911 -2.27404 0.4 -0.5 0.4 -0.0040
Se -1.85718 -1.63951 -1.76454 0.4 0.5 -0.6 -0.0508
C -3.13098 -2.55181 -0.67174 -1.0 -0.7 0.9 -0.0035
H 3.40422 -2.96771 -1.17414 -0.2 0.3 -0.3 -0.0024
H 1.91242 -3.27191 -0.26324 -0.1 0.2 -0.1 0.0009
H 3.05312 -1.97591 0.22736 -0.1 0.2 -0.1 -0.0001
H 1.38292 -3.40121 -3.07514 0.1 0.2 0.2 -0.0008
H 0.53292 -2.09401 -3.88124 0.1 0.2 0.2 0.0000
H -0.37238 -3.68061 -1.39004 -0.2 0.1 0.0 -0.0002
H -1.09298 -3.71581 -2.99594 -0.2 0.3 0.1 -0.0019
H -3.77778 -3.16491 -1.30824 0.2 0.2 -0.3 -0.0023
H -3.78028 -1.83321 -0.16794 0.2 0.2 -0.1 -0.0001
H -2.65478 -3.21061 0.05566 0.2 0.2 -0.1 -0.0010
C 0.09952 -0.32721 3.69506 0.0 0.1 -0.3 -0.0004
C 0.11422 1.00779 4.09516 0.0 -0.3 0.1 0.0199
C 0.12622 2.00979 3.13016 0.0 -0.1 -0.8 0.0008
C 0.12422 1.66429 1.78076 -0.1 0.5 0.5 0.0064
N 0.10482 0.34879 1.39856 -0.4 -0.6 -1.3 0.0125
C 0.10132 -0.60851 2.33796 0.1 -0.9 1.0 0.0052
C 0.12482 2.60339 0.65576 -0.2 1.1 1.0 0.0047
C 0.10412 3.99639 0.74296 0.1 -1.3 0.2 -0.0018
C 0.10012 4.73949 -0.43244 0.0 0.5 -0.2 0.0040
C 0.10492 4.09899 -1.66504 0.1 -0.7 -0.1 0.0016
C 0.12152 2.70709 -1.67574 0.0 1.7 -1.7 0.0010
N 0.12712 1.99449 -0.55474 -0.8 -2.5 -0.5 0.0002
H 0.08312 -1.12981 4.42406 0.0 0.0 -0.1 -0.0002
H 0.12152 1.26639 5.14986 0.0 0.0 0.0 0.0007
H 0.12662 3.04699 3.44046 0.1 0.0 -0.1 -0.0003
H 0.10222 -1.64291 1.99916 0.0 0.1 0.0 -0.0007
H 0.08412 4.49089 1.70426 0.1 0.0 0.0 -0.0003
H 0.09672 5.82819 -0.38444 0.0 -0.2 0.0 0.0001
H 0.09032 4.65439 -2.59774 0.0 -0.1 0.1 0.0000
H 0.12712 2.18139 -2.62874 0.0 0.0 0.1 0.0004
```
Forces are in eV/Å.


Density functional theory data (ωB97M-V/def2-TZVPD) for C3H8N2O2 in the gas phase at a distorted geometry.

The SMILES is NC(=O)[C@@H](N)CO. As for the molar mass: 104.11 g/mol. For the HOMO energy, the calculation gives -0.35960 hartree. The electronic energy comes out at -10316.0168 eV. The calculation puts the frontier orbital gap at 0.383 Ha. For the energy above the lowest of the compared OMol25 structures with the same formula, charge and spin, the calculation gives 90.3 kJ/mol. As for the LUMO energy: 0.6 eV. Its charge is 0. As for the largest force on an atom: 1.3 eV/Å.

Geometry as XYZ:
```
15
Properties=species:S:1:pos:R:3:forces:R:3:nbo_charge:R:1
N -1.01687 -0.81849 1.10605 0.4 -0.4 -0.8 -0.8502
C 0.04044 -0.23080 0.28625 0.0 0.2 0.9 -0.1693
C 0.29369 -1.00691 -1.02697 -0.2 -0.4 0.7 -0.0592
O -0.03666 -2.37444 -0.87626 0.0 0.1 -0.3 -0.7252
C -0.20729 1.23918 -0.04314 1.0 -0.5 0.1 0.6694
N 0.92765 2.02143 -0.02022 -0.2 1.2 -0.6 -0.8439
O -1.26106 1.64634 -0.46381 -0.4 0.0 -0.1 -0.5949
H -1.93021 -0.52822 0.78806 -0.1 0.1 0.2 0.3856
H -0.85338 -0.64240 2.08258 -0.3 0.2 0.1 0.3728
H 0.95481 -0.32530 0.87509 0.0 0.1 0.1 0.1893
H 1.36683 -0.97693 -1.20205 0.0 0.4 -0.5 0.1744
H -0.28703 -0.53878 -1.82327 0.1 -0.2 -0.2 0.1760
H -0.36003 -2.48902 0.02596 -0.3 0.1 0.1 0.4864
H 1.61650 2.08793 0.70980 -0.1 -0.8 0.2 0.3982
H 0.75259 2.93641 -0.41807 -0.1 0.0 0.1 0.3907
```
Forces are in eV/Å.